(1)
Formula: C13H14BrF9NO3Se2TaTe2
Source: the OMol25 dataset
Level of theory: wB97M-V/def2-TZVPD

Element x y z (Å)
Ta1 -1.0444 -0.1782 -0.2740
O1 1.1631 -0.0891 -1.2171
C1 1.6174 -0.0172 -2.5688
C2 2.6185 1.1119 -2.7737
C3 2.2014 2.4465 -2.1563
C4 2.7644 2.6774 -0.7761
C5 3.2499 3.9160 -0.3758
C6 3.7088 4.0717 0.9203
C7 3.6752 2.9880 1.7836
C8 3.1853 1.7871 1.3052
N1 2.7521 1.6320 0.0566
H1 1.7541 0.4583 -0.6110
H2 0.7369 0.0995 -3.1980
H3 2.0897 -0.9680 -2.8297
H4 2.7491 1.2312 -3.8527
H5 3.5904 0.8124 -2.3730
H6 1.1171 2.4725 -2.0728
H7 2.4827 3.2801 -2.8012
H8 3.2567 4.7422 -1.0729
H9 4.0848 5.0295 1.2537
H10 4.0112 3.0697 2.8058
H11 3.1229 0.9138 1.9442
Se1 0.6531 -1.2480 1.1301
Te1 -0.2045 -1.1489 3.5156
Te2 -1.4375 1.3417 3.5143
Se2 -0.7613 2.0762 1.2073
F1 -4.4457 1.7636 -2.6440
C9 -3.4230 1.2412 -1.9832
F2 -3.5998 1.4710 -0.6801
F3 -3.4232 -0.0890 -2.1385
C10 -2.0373 1.7779 -2.4538
O2 -1.0243 1.2306 -1.6666
C11 -1.7733 1.3539 -3.9281
F4 -0.7887 2.1104 -4.4302
F5 -2.8602 1.5088 -4.6840
F6 -1.3906 0.0871 -4.0004
C12 -2.0530 3.3404 -2.3448
F7 -2.5649 3.8851 -3.4522
F8 -0.8207 3.8102 -2.1753
F9 -2.7940 3.7534 -1.3178
C13 -3.6554 -1.1343 1.3556
O3 -2.4689 -0.7293 0.7035
H12 -4.1693 -0.2424 1.7137
H13 -3.3664 -1.7701 2.1939
H14 -4.2657 -1.6840 0.6388
Br1 -1.0852 -2.2460 -1.7664

Cartesian forces (eV/Å) of the 6 atoms listed first:
Ta 0.7 0.0 0.2
O -0.5 0.1 0.5
C 0.0 0.0 -0.2
C 0.1 -0.1 -0.1
C 0.0 0.2 0.1
C 0.0 0.0 0.0

The value obtained for the LUMO energy is -1.007 eV. The net charge is 0. The HOMO energy comes out at -0.25970 Ha. As for the energy above the lowest of the compared OMol25 structures with the same formula, charge and spin: 0.0 kcal per mole. Its electronic energy is -9653.21484 Ha. The value obtained for the HOMO-LUMO gap is 6.06 eV.



(2)
Formula: C13H14Cl3NO4
Source: the OMol25 dataset
Level of theory: wB97M-V/def2-TZVPD

Element x y z (Å)
C1 -5.0943 -2.4504 0.1233
C2 -4.9937 -1.0238 0.6286
O1 -3.6797 -0.5362 0.3374
C3 -3.4911 0.7664 0.4287
O2 -4.3352 1.5656 0.7423
C4 -2.0586 1.1805 0.0749
C5 -2.1141 2.1310 -1.1257
O3 -1.3092 0.0171 -0.1959
C6 0.0467 0.0463 -0.1235
C7 0.8280 1.1486 0.2078
C8 2.2078 1.0446 0.2547
C9 2.8309 -0.1616 -0.0314
N1 4.2264 -0.3304 -0.0046
C10 5.1669 0.5918 0.2533
O4 5.0151 1.7557 0.5193
C11 6.5966 -0.0226 0.1805
Cl1 6.8552 -0.7405 -1.4302
Cl2 7.8083 1.2145 0.4776
Cl3 6.7368 -1.3088 1.4070
C12 2.0522 -1.2693 -0.3629
C13 0.6811 -1.1666 -0.4081
H1 -4.9347 -2.4799 -0.9510
H2 -4.3406 -3.0688 0.6026
H3 -6.0793 -2.8490 0.3481
H4 -5.1517 -0.9736 1.7117
H5 -5.7280 -0.3698 0.1458
H6 -1.6631 1.7081 0.9555
H7 -2.7866 2.9536 -0.8997
H8 -1.1255 2.5213 -1.3531
H9 -2.4846 1.5941 -1.9958
H10 0.3830 2.1037 0.4359
H11 2.7996 1.9066 0.5116
H12 4.5404 -1.2691 -0.2183
H13 2.5276 -2.2136 -0.5853
H14 0.0671 -2.0155 -0.6613

Cartesian forces (eV/Å) of the 6 atoms listed first:
C 0.2 0.4 0.1
C -0.5 0.0 0.1
O 0.1 -0.5 -0.1
C 0.3 0.3 0.1
O 0.0 0.1 0.0
C -0.2 0.3 -0.1

The value obtained for the LUMO energy is 0.466 eV. The net charge is 0. The HOMO energy comes out at -0.30623 Ha. Its electronic energy is -2240.08950 Ha. The value obtained for the HOMO-LUMO gap is 8.80 eV.



(3)
Formula: C13H14CoN7O4
Source: the OMol25 dataset
Level of theory: wB97M-V/def2-TZVPD

Element x y z (Å)
Co1 0.1604 0.3191 0.7299
O1 -0.0989 -3.9988 0.8071
C1 -0.1565 -2.7205 0.6184
O2 0.2728 -1.8709 1.3961
C2 -0.7800 -2.2621 -0.6572
C3 -1.3198 -3.0305 -1.6798
C4 -1.7853 -2.3723 -2.8155
C5 -1.7079 -0.9857 -2.9016
C6 -1.1903 -0.2940 -1.8108
N1 -0.7419 -0.9306 -0.7419
C7 -0.9634 1.2272 -1.6542
O3 -0.7443 1.9208 -2.6273
O4 -0.9301 1.5622 -0.4294
H1 0.3233 -4.2677 1.6465
H2 -1.3687 -4.1048 -1.5923
H3 -2.2073 -2.9388 -3.6343
H4 -2.0431 -0.4439 -3.7736
N2 3.5374 4.3932 -2.6081
C8 2.4859 3.6313 -2.3377
N3 1.3766 3.6979 -3.0508
N4 2.6302 2.7994 -1.2993
C9 2.0530 1.9223 -0.6636
N5 1.7114 1.0463 0.0617
H5 3.5474 5.0423 -3.3790
H6 4.3681 4.3268 -2.0390
H7 1.3273 4.3310 -3.8374
H8 0.5485 3.1165 -2.8704
C10 -0.6299 2.6954 5.6600
N6 -0.1331 1.8741 4.5876
C11 1.0412 1.1860 4.6087
C12 1.1622 0.5578 3.4060
N7 0.0597 0.8614 2.6508
C13 -0.7008 1.6575 3.4000
H9 0.1308 2.7619 6.4359
H10 -1.5381 2.2673 6.0863
H11 -0.8498 3.6994 5.2986
H12 1.6931 1.1924 5.4563
H13 1.9468 -0.0813 3.0446
H14 -1.6468 2.0705 3.1050

Cartesian forces (eV/Å) of the 6 atoms listed first:
Co -1.2 -0.3 -0.8
O -0.1 -0.5 0.0
C 0.1 0.6 0.2
O 0.1 0.3 0.0
C -0.1 -0.1 -0.4
C 0.2 0.2 0.4

The value obtained for the LUMO energy (spin up / spin down) is -6.506 / -9.242 eV. The net charge is +2. As for the expectation value of S²: 6.015. The HOMO energy (spin up / spin down) comes out at -0.55919 / -0.55864 Ha. As for the energy above the lowest of the compared OMol25 structures with the same formula, charge and spin: 9.8 kcal per mole. Its electronic energy is -2570.35011 Ha. As for the spin multiplicity: 5. The value obtained for the HOMO-LUMO gap (spin up / spin down) is 8.71 / 5.96 eV.



(4)
Formula: C13H14F3IN3O14S3
Source: the OMol25 dataset
Level of theory: wB97M-V/def2-TZVPD

Element x y z (Å)
O1 -0.8959 -0.9960 -2.2708
S1 -0.7205 -2.2606 -1.6124
O2 -1.6328 -2.5027 -0.5189
I1 -1.1369 -3.9486 -3.3290
N1 0.7949 -2.5041 -1.2600
S2 1.1617 -2.9819 0.2315
O3 0.7930 -2.0099 1.2361
O4 2.5625 -3.3144 0.1948
C1 0.3220 -4.5060 0.6868
C2 -0.6747 -4.2822 1.8238
S3 -2.0057 -5.5082 1.9224
C3 -3.0838 -4.9495 0.6924
N2 -3.1649 -5.3448 -0.5389
N3 -4.1765 -4.6003 -1.1215
C4 -4.6171 -3.8200 -0.1894
O5 -4.0044 -3.9830 0.9848
H1 -0.1747 -4.9784 -0.1531
H2 1.1087 -5.1662 1.0249
H3 -1.0753 -3.2823 1.7743
H4 -0.1658 -4.3576 2.7768
H5 -5.3962 -3.0928 -0.2843
C5 2.5038 0.3870 2.4244
C6 3.0933 1.6943 1.9596
O6 4.1388 1.9108 2.8965
C7 4.5454 0.6858 3.3393
O7 5.5494 0.4934 3.9409
O8 3.6505 -0.2614 2.9991
F1 2.2016 2.7258 2.0476
H6 1.7507 0.5423 3.1986
H7 2.0707 -0.1988 1.6205
H8 3.5084 1.6750 0.9560
C8 2.2596 5.3088 -2.0870
C9 1.3562 4.1679 -1.6658
O9 2.2866 3.1340 -1.4112
C10 3.4655 3.7096 -1.0496
O10 4.3572 3.1354 -0.5276
O11 3.4572 5.0305 -1.3548
F2 0.5182 3.7922 -2.6617
H9 2.4682 5.2670 -3.1569
H10 1.8708 6.2895 -1.8280
H11 0.7727 4.3535 -0.7629
C11 -2.8497 2.5318 -2.0758
C12 -2.0814 2.2123 -0.8168
O12 -2.9601 2.6723 0.2014
C13 -4.2282 2.5923 -0.2858
O13 -5.2114 2.6702 0.3685
O14 -4.2071 2.4126 -1.6282
F3 -0.9163 2.9088 -0.7420
H12 -2.6646 3.5561 -2.4037
H13 -2.6421 1.8419 -2.8884
H14 -1.8815 1.1487 -0.6769

Cartesian forces (eV/Å) of the 6 atoms listed first:
O -0.1 0.1 -0.5
S 0.5 0.8 0.7
O -0.2 -0.5 0.0
I -0.1 -0.1 -0.1
N -0.7 -0.3 0.2
S 1.2 0.1 0.0

The value obtained for the LUMO energy is 2.130 eV. The net charge is -1. The HOMO energy comes out at -0.24194 Ha. Its electronic energy is -3513.37262 Ha. The value obtained for the HOMO-LUMO gap is 8.71 eV.



(5)
Formula: C13H14I2N2NiO6S
Source: the OMol25 dataset
Level of theory: wB97M-V/def2-TZVPD

Element x y z (Å)
Ni1 0.1943 0.3701 -0.6939
O1 5.5975 3.2392 2.4646
C1 4.4812 4.0309 2.1157
C2 3.4324 3.1654 1.4768
C3 2.2071 3.7133 1.1158
C4 1.2601 2.9049 0.5193
N1 1.4835 1.6123 0.2940
C5 2.6602 1.0716 0.6278
C6 3.6612 1.8216 1.2225
C7 2.7933 -0.3765 0.3087
C8 3.9054 -1.1381 0.6109
C9 3.9107 -2.4897 0.2791
C10 5.1210 -3.3354 0.5931
O2 5.7164 -3.0055 1.8329
C11 2.7990 -3.0242 -0.3530
C12 1.7232 -2.1976 -0.6349
N2 1.7264 -0.9143 -0.2978
H1 6.2826 3.8052 2.8273
H2 4.7587 4.8189 1.4065
H3 4.0449 4.5149 2.9966
H4 1.9896 4.7594 1.2882
H5 0.2968 3.2786 0.1941
H6 4.6103 1.3847 1.4911
H7 4.7627 -0.7111 1.1116
H8 5.8883 -3.1494 -0.1604
H9 4.8576 -4.3954 0.5367
H10 5.1183 -3.2563 2.5439
H11 2.7611 -4.0704 -0.6259
H12 0.8308 -2.5473 -1.1402
I1 -1.9635 0.0762 0.9979
C13 -1.2529 -0.1134 3.0087
I2 0.6823 -0.9666 3.2292
H13 -1.9335 -0.7556 3.5542
H14 -1.2100 0.8672 3.4659
O3 -1.9077 0.7030 -3.8068
S1 -1.6322 0.5359 -2.4152
O4 -0.7664 1.6697 -1.8351
O5 -2.8071 0.3917 -1.5440
O6 -0.7003 -0.6527 -2.1332

Cartesian forces (eV/Å) of the 6 atoms listed first:
Ni 0.2 0.2 -0.4
O 0.0 0.0 0.0
C 0.0 0.0 0.0
C 0.0 0.0 0.0
C 0.0 0.0 0.0
C 0.0 0.0 0.0

The value obtained for the LUMO energy (spin up / spin down) is -1.045 / -1.043 eV. The net charge is 0. As for the expectation value of S²: 2.006. The HOMO energy (spin up / spin down) comes out at -0.31674 / -0.32040 Ha. As for the energy above the lowest of the compared OMol25 structures with the same formula, charge and spin: 0.0 kcal per mole. Its electronic energy is -3566.67166 Ha. As for the spin multiplicity: 3. The value obtained for the HOMO-LUMO gap (spin up / spin down) is 7.57 / 7.68 eV.



(6)
Formula: C13H14N2O4
Source: the OMol25 dataset
Level of theory: wB97M-V/def2-TZVPD

Element x y z (Å)
C1 -1.5509 -0.4326 -3.1032
O1 -1.0498 0.8258 -2.7071
C2 -1.1846 1.0447 -1.3046
C3 -0.0549 0.3227 -0.5911
C4 -0.2303 -0.7315 0.2927
C5 -1.6266 -1.2173 0.6536
C6 -2.1381 -0.3530 1.8478
C7 -1.3264 -0.6403 3.1115
N1 -0.3133 0.2567 3.4790
O2 -1.5419 -1.6264 3.7869
C8 0.8352 -1.3817 0.8969
C9 2.1227 -0.9929 0.6308
C10 2.2975 0.0552 -0.2211
C11 1.2459 0.7180 -0.8174
C12 1.8088 1.8393 -1.6702
O3 1.1771 2.6543 -2.2886
N2 3.2488 1.7773 -1.5650
C13 3.5879 0.6889 -0.7029
O4 4.6772 0.2712 -0.4057
H1 -0.9761 -0.7731 -3.9667
H2 -1.4920 -1.1909 -2.3104
H3 -2.6110 -0.3813 -3.3959
H4 -1.1239 2.1223 -1.1456
H5 -2.1789 0.6937 -1.0102
H6 -1.6231 -2.2759 0.9193
H7 -2.3368 -1.0529 -0.1562
H8 -3.2085 -0.4663 2.0155
H9 -1.9200 0.6936 1.5919
H10 0.5160 -0.2710 3.7256
H11 -0.0922 0.8865 2.7155
H12 0.6189 -2.1889 1.5889
H13 2.9872 -1.4664 1.0831
H14 3.4561 2.5924 -0.9772

Cartesian forces (eV/Å) of the 6 atoms listed first:
C -0.3 -0.3 -0.2
O -0.1 0.1 0.2
C 0.0 -0.3 -0.6
C -0.6 0.6 0.0
C -1.4 -0.8 -0.1
C -0.1 0.7 0.6

The value obtained for the LUMO energy is -0.534 eV. The net charge is 0. The HOMO energy comes out at -0.36940 Ha. As for the energy above the lowest of the compared OMol25 structures with the same formula, charge and spin: 1.9 kcal per mole. Its electronic energy is -914.26563 Ha. The value obtained for the HOMO-LUMO gap is 9.52 eV.